# 1
{
  "formula": "C4H7NO",
  "method": "ωB97M-V with the def2-TZVPD basis set",
  "e_lumo_ha": 0.03618,
  "de_lowest_kcal_mol": 38.0,
  "homo_energy_ev": -9.93,
  "total_charge": 0,
  "smiles": "CC(=O)[C@H]1CN1",
  "species": ["C", "C", "O", "C", "C", "N", "H", "H", "H", "H", "H", "H", "H"],
  "xyz": [[1.827664, -0.308523, 0.510563], [0.658329, 0.537924, 0.075802], [0.542711, 1.719264, 0.335353], [-0.420845, -0.206644, -0.644247], [-1.712647, -0.241903, 0.100135], [-1.586288, 0.505124, -1.133445], [2.348446, -0.700216, -0.370485], [1.447107, -1.173136, 1.068688], [2.515668, 0.267392, 1.131332], [-0.110245, -1.074845, -1.223423], [-1.742391, 0.315937, 1.034779], [-2.306161, -1.152437, 0.070612], [-1.468856, 1.498109, -0.931241]],
  "forces_ev_per_angstrom": [[0.046, 0.033, 0.032], [-0.082, 0.275, 0.028], [0.077, -0.436, -0.093], [0.175, -0.120, -0.008], [-0.127, -0.170, 0.284], [0.025, 0.176, -0.128], [-0.041, 0.070, 0.119], [0.099, 0.128, -0.076], [-0.097, -0.068, -0.116], [-0.087, 0.122, 0.131], [-0.014, -0.108, -0.136], [-0.001, 0.219, -0.078], [0.025, -0.121, 0.040]],
  "mulliken_charge": [-1.19, 0.75, -0.58, -0.06, -0.48, -0.64, 0.32, 0.32, 0.33, 0.38, 0.25, 0.27, 0.33]
}



# 2
{
  "formula": "C4H7NO",
  "method": "ωB97M-V with the def2-TZVPD basis set",
  "e_lumo_ha": [0.02390, 0.02392],
  "de_lowest_kcal_mol": 148.3,
  "homo_energy_ev": [-7.82, -7.82],
  "total_charge": 0,
  "smiles": "CC1=CN1.C=O",
  "species": ["C", "C", "C", "C", "N", "O", "H", "H", "H", "H", "H", "H", "H"],
  "xyz": [[-0.223781, -0.911116, -0.471174], [0.691801, -0.414195, -1.269752], [-1.452415, -1.368195, 0.154773], [0.684779, 1.929538, 0.436985], [1.092938, -0.777853, 0.096276], [-0.126352, 1.494386, -0.499467], [1.365170, -0.277315, -2.093008], [-1.877418, -0.575249, 0.780342], [-1.255084, -1.925632, 1.022223], [-2.189443, -1.823727, -0.551386], [1.550666, 2.539765, 0.252251], [1.330185, 0.162344, 0.609008], [0.408954, 1.947249, 1.532931]],
  "forces_ev_per_angstrom": [[1.611, 0.864, -0.103], [-0.500, -1.616, 0.998], [-1.316, 0.764, -0.902], [-3.753, -1.638, -1.751], [1.194, 0.307, 0.325], [2.741, 3.038, 3.370], [-0.661, 0.157, -0.486], [-0.432, 0.834, -1.007], [0.825, -2.038, 0.548], [0.564, 0.457, 0.853], [0.666, -0.023, -0.738], [-0.773, -0.655, -0.032], [-0.166, -0.452, -1.075]],
  "mulliken_charge": [0.69, -0.10, -1.37, -0.33, -0.53, -0.49, 0.36, 0.30, 0.43, 0.27, 0.32, 0.20, 0.27]
}



# 3
{
  "formula": "C4H7NO2",
  "method": "ωB97M-V with the def2-TZVPD basis set",
  "e_lumo_ha": 0.03022,
  "de_lowest_kcal_mol": 103.0,
  "homo_energy_ev": -8.55,
  "total_charge": 0,
  "smiles": "OOC1=CCNC1",
  "species": ["O", "C", "C", "N", "C", "C", "O", "H", "H", "H", "H", "H", "H", "H"],
  "xyz": [[2.298585, -1.550787, 0.238734], [0.727475, 0.523567, 0.374450], [-0.327977, 1.567529, 0.153984], [-1.469165, 0.848259, -0.455135], [-1.221593, -0.595743, -0.323793], [0.253498, -0.664285, 0.024957], [0.914312, -1.854138, 0.006689], [2.550786, -2.307370, 0.786698], [1.706297, 0.689029, 0.797697], [-0.621877, 2.053195, 1.093943], [0.025295, 2.359161, -0.519754], [-1.503831, 1.078258, -1.440869], [-1.510096, -1.131800, -1.235061], [-1.821713, -1.014870, 0.497459]],
  "forces_ev_per_angstrom": [[0.046, -0.317, 0.033], [0.019, -0.081, -0.036], [0.037, 0.171, 0.082], [0.058, -0.010, -0.141], [0.028, -0.208, -0.004], [-0.025, 0.316, 0.105], [-0.200, 0.069, -0.011], [-0.068, 0.006, -0.017], [-0.048, 0.157, -0.188], [-0.035, -0.060, -0.090], [-0.122, -0.071, 0.135], [-0.002, -0.036, 0.137], [0.170, 0.064, 0.109], [0.142, 0.001, -0.114]],
  "mulliken_charge": [-0.33, -0.33, -0.56, -0.42, -0.59, 0.44, -0.28, 0.32, 0.44, 0.23, 0.26, 0.30, 0.31, 0.20]
}



# 4
{
  "formula": "C4H7NO2",
  "method": "ωB97M-V with the def2-TZVPD basis set",
  "e_lumo_ha": 0.01852,
  "de_lowest_kcal_mol": 105.2,
  "homo_energy_ev": -10.01,
  "total_charge": 0,
  "species": ["C", "C", "C", "O", "C", "O", "N", "H", "H", "H", "H", "H", "H", "H"],
  "xyz": [[-1.045718, 1.390170, -0.288204], [-0.240188, 0.153974, 0.010262], [-0.793040, -0.973321, 0.768428], [-0.635287, -1.050047, -0.647668], [1.269667, 0.348779, 0.110046], [1.723475, 1.392203, 0.543427], [2.060662, -0.661176, -0.416170], [-2.113933, 1.159273, -0.261103], [-0.819335, 2.165240, 0.447613], [-0.794884, 1.778520, -1.280370], [-0.123417, -1.615524, 1.341401], [-1.822580, -0.925787, 1.117888], [2.150554, -1.707573, -0.549675], [1.184023, -1.454732, -0.895874]],
  "forces_ev_per_angstrom": [[-0.034, -0.027, 0.002], [0.039, 0.229, 0.132], [-0.085, -0.055, 0.326], [0.068, -0.106, -0.203], [0.215, -0.215, 0.103], [-0.268, -0.977, -0.272], [-1.860, -2.685, -2.228], [0.142, 0.019, 0.002], [-0.010, -0.125, -0.101], [0.001, -0.069, 0.144], [-0.114, 0.121, -0.088], [0.126, -0.014, -0.070], [1.833, 0.742, 1.924], [-0.054, 3.162, 0.329]],
  "mulliken_charge": [-1.32, 1.22, -0.66, -0.56, 0.34, -0.56, -0.56, 0.39, 0.30, 0.30, 0.29, 0.29, 0.31, 0.22]
}



# 5
{
  "formula": "C4H7NO2",
  "method": "ωB97M-V with the def2-TZVPD basis set",
  "e_lumo_ha": 0.01665,
  "de_lowest_kcal_mol": 139.5,
  "homo_energy_ev": -9.68,
  "total_charge": 0,
  "species": ["O", "C", "C", "N", "C", "C", "O", "H", "H", "H", "H", "H", "H", "H"],
  "xyz": [[-0.398566, 0.443409, -2.181985], [0.070860, -0.136965, -1.245281], [1.446000, -0.605416, -0.805418], [0.825422, -1.155303, 0.428849], [-0.509258, -0.614591, 0.093065], [-0.880490, 0.578670, 0.974113], [0.070126, 1.479190, 1.171838], [-1.131413, 1.699359, 0.409595], [-1.862092, 1.146030, 0.142141], [2.130299, 0.237078, -0.649238], [1.922881, -1.361671, -1.438475], [1.201527, -0.693592, 1.253415], [-1.309910, -1.362089, 0.044318], [-1.575385, 0.345892, 1.803064]],
  "forces_ev_per_angstrom": [[0.228, -0.319, 0.450], [-0.164, 0.276, -0.409], [0.191, 0.024, -0.224], [0.058, 0.018, 0.220], [-0.216, -0.032, 0.000], [-0.185, -0.125, 0.032], [0.146, 0.028, 0.156], [-0.130, 0.123, -0.127], [0.050, -0.065, 0.044], [-0.109, -0.090, -0.011], [-0.072, 0.110, 0.072], [-0.036, -0.089, -0.088], [0.099, 0.113, 0.005], [0.139, 0.026, -0.120]],
  "mulliken_charge": [-0.55, 0.31, -0.34, -0.59, 0.22, -0.23, -0.72, 0.11, 0.14, 0.25, 0.27, 0.31, 0.40, 0.42]
}



# 6
{
  "formula": "C4H7NO2",
  "method": "ωB97M-V with the def2-TZVPD basis set",
  "e_lumo_ha": 0.02235,
  "de_lowest_kcal_mol": 70.8,
  "homo_energy_ev": -9.41,
  "total_charge": 0,
  "species": ["C", "N", "C", "O", "C", "O", "C", "H", "H", "H", "H", "H", "H", "H"],
  "xyz": [[-1.563085, -1.443555, -0.644023], [-0.588335, 0.421904, 0.157621], [-0.571283, 1.634100, 0.800981], [-1.424808, 2.126307, 1.505239], [0.483199, -0.235138, -0.156784], [0.240909, -1.397127, -0.675455], [1.911564, 0.192878, 0.047109], [-2.170500, -1.250450, 0.261355], [-1.899190, -0.814424, -1.471677], [-1.467882, -2.484371, -0.869926], [0.262996, 2.324674, 0.726233], [2.068132, 1.195921, -0.362728], [2.591512, -0.506188, -0.438374], [2.126772, 0.235469, 1.120432]],
  "forces_ev_per_angstrom": [[1.126, -0.838, -0.556], [0.281, 1.081, 0.841], [0.344, 1.270, 0.680], [-0.941, -1.080, -0.210], [-0.585, 0.579, 0.187], [-2.397, 0.337, 0.442], [-0.062, -0.078, -0.077], [1.190, -0.044, -0.403], [0.375, -0.280, 0.256], [-0.432, -0.544, -0.343], [1.263, -0.211, -0.776], [-0.074, -0.175, 0.073], [-0.068, 0.039, 0.090], [-0.020, -0.057, -0.204]],
  "mulliken_charge": [-0.51, -0.41, -0.05, -0.50, 0.96, -0.49, -1.14, 0.29, 0.29, 0.32, 0.26, 0.34, 0.31, 0.31]
}



# 7
{
  "formula": "C4H7NO2",
  "method": "ωB97M-V with the def2-TZVPD basis set",
  "e_lumo_ha": 0.03427,
  "de_lowest_kcal_mol": 30.2,
  "homo_energy_ev": -10.29,
  "total_charge": 0,
  "smiles": "[H]/N=C1/CO[C@H](C)O1",
  "species": ["C", "C", "O", "C", "C", "N", "O", "H", "H", "H", "H", "H", "H", "H"],
  "xyz": [[-2.003708, 0.605858, -0.076398], [-0.697673, 0.069194, 0.446393], [-0.399118, -1.159682, -0.184133], [0.981546, -1.166140, -0.490066], [1.498382, 0.151426, 0.025637], [2.694719, 0.514805, 0.165559], [0.392165, 0.941311, 0.162830], [-2.184228, 1.622395, 0.282356], [-2.812314, -0.044698, 0.270294], [-1.986751, 0.597322, -1.169424], [-0.712055, -0.060391, 1.538894], [1.157358, -1.060355, -1.564953], [1.445551, -2.092951, -0.144521], [2.716402, 1.486650, 0.478730]],
  "forces_ev_per_angstrom": [[0.002, 0.027, -0.013], [-0.298, 0.065, 0.134], [-0.007, 0.015, -0.089], [0.286, 0.059, -0.258], [0.355, 0.010, 0.027], [-0.473, -0.035, 0.112], [0.081, 0.051, 0.191], [0.048, -0.145, 0.003], [0.103, 0.116, -0.077], [0.008, 0.049, 0.138], [-0.103, -0.100, -0.101], [-0.262, -0.447, -0.180], [0.149, 0.388, 0.197], [0.112, -0.053, -0.085]],
  "mulliken_charge": [-1.28, 0.47, -0.37, -0.16, 0.48, -0.69, -0.38, 0.35, 0.33, 0.31, 0.21, 0.18, 0.27, 0.28]
}



# 8
{
  "formula": "C4H7NO2",
  "method": "ωB97M-V with the def2-TZVPD basis set",
  "e_lumo_ha": 0.02724,
  "de_lowest_kcal_mol": 128.6,
  "homo_energy_ev": -7.44,
  "total_charge": 0,
  "species": ["N", "C", "O", "C", "C", "C", "O", "H", "H", "H", "H", "H", "H", "H"],
  "xyz": [[-2.039648, 0.001775, 1.138845], [-0.753031, -0.224422, 0.805990], [-0.524099, -1.077711, -0.122680], [0.351341, 0.474585, 1.339526], [1.113593, -0.205591, -0.639445], [0.887725, -0.115978, -2.075031], [1.337228, 0.984718, -1.240984], [-2.773603, -0.390291, 0.570310], [-2.282627, 0.561198, 1.938214], [1.107998, -0.156922, 1.797992], [0.178055, 1.411712, 1.868399], [1.906492, -0.762840, -0.158131], [-0.135514, -0.028112, -2.430410], [1.626089, -0.472122, -2.792595]],
  "forces_ev_per_angstrom": [[-0.021, -0.002, -0.029], [-0.024, 0.087, 0.078], [0.017, 0.136, 0.093], [-0.103, 0.016, 0.172], [0.239, -0.196, -0.211], [-0.093, -0.176, -0.214], [-0.024, 0.149, 0.174], [0.116, 0.036, 0.077], [0.089, -0.098, -0.109], [-0.070, 0.066, -0.133], [-0.008, -0.129, -0.079], [-0.187, 0.071, -0.013], [0.161, 0.006, 0.058], [-0.092, 0.034, 0.136]],
  "mulliken_charge": [-0.38, 0.80, -0.60, -0.97, 0.06, -0.28, -0.37, 0.23, 0.21, 0.21, 0.30, 0.35, 0.20, 0.25]
}



# 9
{
  "formula": "C4H7NO2",
  "method": "ωB97M-V with the def2-TZVPD basis set",
  "e_lumo_ha": [-0.03091, -0.03093],
  "de_lowest_kcal_mol": 122.2,
  "homo_energy_ev": [-8.91, -8.91],
  "total_charge": 0,
  "species": ["C", "N", "C", "C", "C", "O", "O", "H", "H", "H", "H", "H", "H", "H"],
  "xyz": [[-1.640935, -0.886528, 0.003752], [-1.000718, 0.301354, -0.524586], [0.319136, 0.574906, -0.146849], [1.691044, -0.702501, -0.523253], [0.680744, 1.360237, 0.921950], [1.144977, 0.719824, -1.238250], [2.374947, -0.975869, 0.408094], [-1.581206, 1.128383, -0.530142], [1.773974, -1.233665, -1.491643], [-1.044373, -1.759522, -0.273840], [-1.756527, -0.882677, 1.097598], [-2.644806, -0.973191, -0.416786], [1.722448, 1.575337, 1.089745], [-0.038706, 1.753912, 1.624211]],
  "forces_ev_per_angstrom": [[-0.148, 0.122, 0.353], [-0.820, -0.527, 0.017], [-1.607, 5.104, 0.933], [3.310, 0.131, -2.978], [-0.783, -1.349, -0.243], [2.444, -3.530, 1.574], [-1.328, 1.094, -0.401], [0.027, -0.142, 0.122], [-1.157, -0.479, 0.634], [-0.196, -0.044, -0.002], [0.105, -0.042, -0.047], [0.169, -0.120, -0.119], [0.086, 0.279, -0.166], [-0.101, -0.496, 0.324]],
  "mulliken_charge": [-0.80, -0.30, 0.58, 0.06, -0.87, -0.44, -0.36, 0.30, 0.42, 0.26, 0.28, 0.32, 0.27, 0.29]
}



# 10
{
  "formula": "C4H7NO2",
  "method": "ωB97M-V with the def2-TZVPD basis set",
  "e_lumo_ha": 0.03169,
  "de_lowest_kcal_mol": 28.7,
  "homo_energy_ev": -10.11,
  "total_charge": 0,
  "smiles": "[H]/N=C(\\C)COC=O",
  "species": ["C", "C", "O", "C", "C", "N", "O", "H", "H", "H", "H", "H", "H", "H"],
  "xyz": [[0.816888, -0.031242, -1.203174], [-0.284589, -1.535193, 1.175657], [0.426611, -0.471137, 1.570934], [-0.083284, 0.776328, 1.073058], [-0.251198, 0.717419, -0.433812], [-1.234133, 1.342037, -0.934154], [-1.346558, -1.492972, 0.612806], [0.399408, -0.472405, -2.109307], [1.304045, -0.822847, -0.630085], [1.604542, 0.673525, -1.480339], [0.267510, -2.454964, 1.404689], [0.669453, 1.516879, 1.357489], [-1.036691, 1.021781, 1.546858], [-1.252004, 1.232791, -1.950618]],
  "forces_ev_per_angstrom": [[-0.018, 0.030, -0.104], [-0.362, -0.135, -0.085], [-0.061, -0.155, -0.012], [-0.066, 0.169, 0.002], [-0.138, 0.202, -0.068], [0.309, -0.216, 0.007], [0.500, -0.103, 0.320], [0.019, 0.110, 0.024], [-0.140, 0.135, -0.038], [-0.026, 0.010, -0.067], [-0.083, -0.004, 0.158], [-0.088, -0.097, -0.064], [0.104, -0.047, -0.153], [0.051, 0.101, 0.080]],
  "mulliken_charge": [-1.19, 0.12, -0.32, -0.48, 0.84, -0.71, -0.47, 0.38, 0.28, 0.33, 0.39, 0.29, 0.31, 0.26]
}



# 11
{
  "formula": "C4H7NO2",
  "method": "ωB97M-V with the def2-TZVPD basis set",
  "e_lumo_ha": [0.00684, 0.00680],
  "de_lowest_kcal_mol": 122.8,
  "homo_energy_ev": [-7.63, -7.63],
  "total_charge": 0,
  "species": ["C", "C", "C", "N", "C", "O", "O", "H", "H", "H", "H", "H", "H", "H"],
  "xyz": [[1.499098, -0.065492, -0.946666], [-0.884108, -0.833963, -0.277731], [-0.497489, -0.591110, 1.150935], [-0.267383, 0.846478, 1.203498], [-1.032531, 1.538754, 0.380604], [-1.388211, 2.574846, -0.000793], [-1.516392, 0.090696, -0.813878], [2.447531, 0.501612, -0.995407], [0.974991, 0.162917, -1.888141], [1.797498, -1.124618, -1.020131], [-0.918694, -1.859140, -0.666936], [0.438639, -1.081662, 1.394622], [-1.301753, -0.933704, 1.818646], [0.730639, 0.825425, 0.623834]],
  "forces_ev_per_angstrom": [[-0.094, -0.073, -0.040], [-0.150, 0.260, 0.006], [0.145, -0.109, 0.028], [0.077, 0.103, -0.265], [-0.156, 0.638, -0.283], [0.158, -1.113, 0.319], [0.199, -0.055, 0.476], [-0.373, -0.039, 0.391], [0.051, 0.039, 0.240], [-0.067, 0.179, 0.120], [0.211, 0.324, -0.192], [-0.128, -0.107, 0.093], [0.054, 0.292, -0.121], [0.074, -0.339, -0.772]],
  "mulliken_charge": [-1.31, 0.05, -0.48, -0.33, 0.61, -0.32, -0.48, 0.35, 0.28, 0.25, 0.42, 0.40, 0.27, 0.27]
}



# 12
{
  "formula": "C4H7NO2",
  "method": "ωB97M-V with the def2-TZVPD basis set",
  "e_lumo_ha": 0.00765,
  "de_lowest_kcal_mol": 85.6,
  "homo_energy_ev": -8.98,
  "total_charge": 0,
  "species": ["C", "C", "N", "C", "C", "O", "O", "H", "H", "H", "H", "H", "H", "H"],
  "xyz": [[1.102234, -1.247138, -0.057707], [-0.248645, 0.894183, -1.052836], [-0.509117, 0.060854, 1.399569], [-0.652792, 1.260120, 1.016414], [-0.333010, -0.757188, -0.052966], [-0.884613, 2.396909, 1.147995], [-1.289833, -1.417539, -0.379967], [-0.803589, -0.274018, 2.313853], [1.327474, -1.637585, -1.049733], [1.809424, -0.463003, 0.201931], [0.523867, 1.661407, -0.980100], [-1.227344, 1.323030, -1.264128], [0.006051, 0.263589, -1.906136], [1.179892, -2.063622, 0.663811]],
  "forces_ev_per_angstrom": [[-0.068, 0.070, 0.001], [-0.001, -0.227, 0.279], [0.032, -0.277, -0.186], [-0.143, 0.424, 0.048], [-0.033, 0.248, -0.014], [0.159, -0.624, -0.217], [0.146, 0.206, 0.105], [0.015, 0.119, -0.092], [-0.026, 0.021, 0.031], [-0.038, -0.001, -0.009], [-0.021, 0.010, 0.016], [0.001, 0.009, 0.027], [-0.003, -0.011, 0.038], [-0.018, 0.032, -0.026]],
  "mulliken_charge": [-1.06, -1.41, -0.18, 0.53, 0.68, -0.38, -0.62, 0.24, 0.31, 0.33, 0.40, 0.39, 0.42, 0.34]
}